C10H16N2O2 | ωB97M-V/def2-TZVPD

Structure (XYZ):
```
30
Properties=species:S:1:pos:R:3:forces:R:3
C -1.476 1.822 1.740 0.9 1.7 -0.7
C -1.118 2.736 0.478 -1.9 2.0 0.2
C -0.968 -1.338 -0.504 -1.3 -1.6 -1.1
C 1.692 0.083 -0.095 0.4 -3.0 -1.3
C -0.837 -0.258 -1.547 -1.4 2.2 -0.8
C 1.232 -0.455 1.298 3.6 -0.4 1.1
C -0.190 -0.066 1.391 2.1 -1.5 -0.6
C -0.321 1.066 -0.921 -0.7 -0.6 -0.1
C -0.030 -0.780 -2.736 -1.7 0.2 -0.8
C 1.670 -2.029 1.387 -0.1 3.1 0.7
N -0.313 1.046 1.901 -0.8 1.7 1.9
N -1.247 1.894 -0.631 0.2 -2.2 -1.0
O -1.101 -0.819 0.771 -2.3 -0.6 1.2
O 1.059 1.190 -0.627 -2.1 1.1 -0.2
H -1.628 2.487 2.606 -0.1 -0.4 -0.3
H -2.318 1.205 1.496 -0.9 0.1 -0.1
H -1.906 3.595 0.409 1.4 -1.4 0.2
H -0.120 3.123 0.372 0.5 0.7 1.5
H -1.904 -1.996 -0.767 1.4 1.4 0.9
H -0.176 -2.044 -0.634 1.0 -0.5 0.5
H 2.736 0.288 -0.165 0.9 0.5 0.6
H 1.647 -0.812 -0.819 -0.4 1.2 1.0
H -1.991 0.005 -1.701 2.7 -0.2 -0.6
H 1.827 0.216 2.158 -1.7 -2.0 -2.3
H -0.536 -1.701 -3.003 0.0 -0.3 -0.6
H 0.963 -1.058 -2.505 1.1 -0.2 0.6
H 0.045 -0.142 -3.632 -0.4 0.0 0.5
H 2.274 -2.173 2.260 0.4 -0.1 0.4
H 2.176 -2.424 0.549 0.9 0.2 -1.2
H 0.857 -2.661 1.471 -2.1 -1.1 0.5
```
Positions in Å, forces in eV/Å.

Output
Structure (SMILES) = C[C@H]1CO/C2=N\CC/N=C/1OC[C@@H]2C
LUMO level = 0.8330 eV
Relative energy (zero: lowest compared OMol25 entry of this formula, charge and spin) = 92.37 kcal/mol

From a Löwdin analysis of the wavefunction, the atomic charges in e read: atom 1 (C): -0.15, atom 2 (C): -0.19, atom 3 (C): -0.20, atom 4 (C): -0.19, atom 5 (C): -0.25, atom 6 (C): -0.17, atom 7 (C): -0.43, atom 8 (C): -0.28, atom 9 (C): -0.05, atom 10 (C): -0.01, atom 11 (N): 0.10, atom 12 (N): 0.08, atom 13 (O): 0.02, atom 14 (O): -0.01, atom 15 (H): 0.12, atom 16 (H): 0.11, atom 17 (H): 0.14, atom 18 (H): 0.10, atom 19 (H): 0.17, atom 20 (H): 0.10, atom 21 (H): 0.12, atom 22 (H): 0.11, atom 23 (H): 0.19, atom 24 (H): 0.20, atom 25 (H): 0.08, atom 26 (H): 0.05, atom 27 (H): 0.10, atom 28 (H): 0.06, atom 29 (H): 0.05, atom 30 (H): 0.04



C5H20NO6 | ωB97M-V/def2-TZVPD

Structure (XYZ):
```
32
Properties=species:S:1:pos:R:3:forces:R:3
C -1.961 0.859 -0.511 0.5 -0.6 4.5
C -0.793 1.952 -0.310 -2.7 -3.6 3.7
C 0.040 2.283 -1.410 2.4 -0.3 -0.9
C -0.043 1.868 -2.688 1.9 2.2 0.6
N -1.782 -0.676 -0.411 2.2 2.3 -0.3
C -0.374 -0.923 0.003 2.4 -2.5 0.6
O -0.146 -0.965 1.366 -1.5 0.6 0.2
H -2.276 1.053 -1.421 -2.0 0.7 -4.5
H -2.796 1.091 0.216 0.9 0.1 -0.8
H -0.331 1.616 0.659 0.6 0.3 -1.2
H -1.281 2.798 0.134 -0.5 1.0 -0.3
H 0.967 2.800 -0.993 -1.2 0.0 -1.4
H 0.684 2.376 -3.353 -0.3 -0.8 0.2
H -0.715 1.192 -3.151 -0.9 -0.4 0.1
H -2.413 -0.999 0.327 0.7 0.0 -0.1
H 0.054 -1.977 -0.308 -1.4 1.3 -0.6
H 0.471 -0.251 -0.371 -1.9 -0.1 -0.8
H 0.049 -1.558 -3.497 2.8 -1.7 0.4
H 0.862 -2.557 -2.493 0.2 1.6 -2.9
O 0.951 -2.088 -3.430 -3.0 0.1 2.5
H -1.419 -2.329 1.823 0.3 0.1 0.2
H -1.962 -2.000 3.159 -0.2 -0.9 -0.6
O -2.056 -2.697 2.469 0.0 0.9 0.6
H -0.349 0.577 3.302 -3.8 -3.0 2.5
H 0.338 0.518 2.043 -0.3 1.0 2.5
O 0.278 1.100 2.963 3.9 1.8 -4.7
H 2.800 0.083 -0.457 0.4 -0.2 0.5
H 4.000 0.027 0.636 -1.3 0.5 -2.5
O 3.720 0.342 -0.298 0.9 -0.4 1.9
H 2.178 -0.561 2.182 0.4 4.4 0.8
H 1.170 -1.507 1.734 0.6 0.1 0.3
O 2.136 -1.450 2.088 -0.1 -4.5 -0.8
```
Positions in Å, forces in eV/Å.

Output
Charge = -1
LUMO level = 3.2599 eV
Relative energy (zero: lowest compared OMol25 entry of this formula, charge and spin) = 93.04 kcal/mol

From a Löwdin analysis of the wavefunction, the atomic charges in e read: atom 1 (C): -0.16, atom 2 (C): -0.23, atom 3 (C): -0.22, atom 4 (C): 0.01, atom 5 (N): -0.01, atom 6 (C): -0.42, atom 7 (O): -0.35, atom 8 (H): 0.02, atom 9 (H): 0.12, atom 10 (H): 0.10, atom 11 (H): 0.10, atom 12 (H): 0.13, atom 13 (H): 0.05, atom 14 (H): 0.04, atom 15 (H): 0.08, atom 16 (H): 0.11, atom 17 (H): 0.11, atom 18 (H): 0.08, atom 19 (H): 0.08, atom 20 (O): -0.18, atom 21 (H): -0.01, atom 22 (H): 0.04, atom 23 (O): -0.11, atom 24 (H): -0.08, atom 25 (H): 0.06, atom 26 (O): -0.12, atom 27 (H): 0.01, atom 28 (H): 0.08, atom 29 (O): -0.11, atom 30 (H): -0.08, atom 31 (H): -0.02, atom 32 (O): -0.11



C12H30N6O14 | ωB97M-V/def2-TZVPD

Structure (XYZ):
```
62
Properties=species:S:1:pos:R:3:forces:R:3
C 12.863 7.922 7.073 1.4 1.0 -0.4
N 13.874 8.178 8.142 1.0 -1.6 1.3
O 13.882 7.409 9.113 -0.4 0.7 -0.9
O 14.697 9.046 7.990 -0.3 0.4 -0.3
H 13.470 8.084 6.136 -1.0 -0.5 0.8
H 12.178 8.764 7.207 -0.4 -0.6 -0.3
H 12.477 6.917 7.252 -0.2 0.5 -0.3
C 8.549 13.448 10.073 1.6 0.8 -0.2
N 8.129 13.458 8.641 -0.5 0.3 1.9
O 8.274 12.409 8.069 0.5 -0.3 -1.3
O 7.578 14.451 8.229 0.2 0.1 -0.5
H 9.437 14.093 10.249 -0.8 0.0 -0.3
H 8.873 12.469 10.278 0.2 -1.2 0.2
H 7.747 13.703 10.721 -0.8 0.5 0.2
C 10.912 16.313 8.863 -0.7 1.6 1.9
N 11.396 16.585 10.247 0.0 -1.4 1.3
O 12.268 17.369 10.468 1.0 1.3 -0.6
O 10.889 15.924 11.145 -0.6 -0.1 -0.5
H 10.735 15.278 8.898 -0.6 -0.8 -0.6
H 11.666 16.624 8.202 0.9 0.3 -0.9
H 10.045 16.983 8.845 -0.1 -0.6 -0.6
C 5.203 9.473 9.287 -0.1 1.9 -0.7
N 5.875 10.687 8.640 -1.1 1.7 1.0
O 5.905 11.777 9.204 -0.4 -1.2 1.3
O 6.196 10.615 7.504 0.8 -1.5 -2.4
H 4.725 8.938 8.499 -0.2 -0.3 -0.5
H 4.496 9.917 9.947 -0.5 0.0 0.7
H 5.912 8.886 9.782 1.2 -0.7 0.7
C 14.508 5.932 11.683 2.2 1.0 1.4
N 15.057 7.370 11.865 -0.6 -0.2 -1.6
O 14.265 8.256 12.118 0.0 -0.6 0.4
O 16.234 7.543 11.649 0.2 -0.1 0.3
H 14.100 5.791 12.667 -0.4 -0.7 0.3
H 15.420 5.325 11.508 -0.9 0.3 0.0
H 13.770 5.878 10.925 -0.5 0.3 -0.7
C 11.377 11.258 8.955 -0.2 0.8 0.6
N 12.091 12.440 8.359 0.3 0.5 1.0
O 11.539 13.521 8.375 -0.9 -0.2 -0.1
O 13.240 12.328 8.014 0.5 -0.9 -0.3
H 11.539 11.299 10.057 0.0 0.3 -0.8
H 11.849 10.380 8.570 0.0 -0.4 -0.3
H 10.315 11.368 8.720 0.3 -0.2 -0.1
C 9.133 9.830 5.838 1.3 -0.2 1.0
C 8.848 8.668 6.765 1.3 -0.2 -0.1
O 9.537 8.510 7.749 0.2 0.1 0.4
C 7.794 7.690 6.417 -1.0 0.6 -1.9
H 8.623 10.677 6.241 -0.1 0.9 0.4
H 8.824 9.739 4.847 -0.9 -0.6 -1.6
H 10.228 10.006 5.765 -0.7 0.1 0.5
H 8.016 6.641 6.642 -0.3 0.5 0.5
H 7.664 7.785 5.322 0.0 -0.4 0.3
H 6.847 8.136 6.769 0.2 -0.7 0.3
C 15.103 13.509 10.806 0.5 -0.7 -0.6
C 14.005 12.565 11.229 0.3 -0.7 0.7
O 12.871 12.933 11.461 0.2 0.2 -0.4
C 14.343 11.087 11.419 0.0 0.6 -1.5
H 14.726 14.498 10.801 -0.5 1.0 -0.2
H 15.546 13.266 9.813 -0.5 0.0 0.6
H 15.928 13.489 11.512 0.1 -0.3 0.2
H 14.322 10.680 10.358 0.2 0.0 1.2
H 13.574 10.648 12.026 -0.3 -0.3 0.0
H 15.312 10.876 11.872 0.1 0.2 -0.3
```
Positions in Å, forces in eV/Å.

Output
Structure (SMILES) = C[N+](=O)[O-].C[N+](=O)[O-].C[N+](=O)[O-].C[N+](=O)[O-].C[N+](=O)[O-].C[N+](=O)[O-].CC(C)=O.CC(C)=O
LUMO level = 0.0250 eV

From a Löwdin analysis of the wavefunction, the atomic charges in e read: atom 1 (C): 0.06, atom 2 (N): -0.43, atom 3 (O): 0.03, atom 4 (O): 0.08, atom 5 (H): 0.12, atom 6 (H): 0.07, atom 7 (H): 0.10, atom 8 (C): 0.05, atom 9 (N): -0.43, atom 10 (O): 0.02, atom 11 (O): 0.08, atom 12 (H): 0.09, atom 13 (H): 0.07, atom 14 (H): 0.09, atom 15 (C): 0.07, atom 16 (N): -0.45, atom 17 (O): 0.08, atom 18 (O): 0.04, atom 19 (H): 0.02, atom 20 (H): 0.09, atom 21 (H): 0.12, atom 22 (C): 0.09, atom 23 (N): -0.41, atom 24 (O): 0.05, atom 25 (O): 0.07, atom 26 (H): 0.09, atom 27 (H): 0.09, atom 28 (H): 0.08, atom 29 (C): 0.06, atom 30 (N): -0.43, atom 31 (O): 0.04, atom 32 (O): 0.06, atom 33 (H): 0.08, atom 34 (H): 0.11, atom 35 (H): 0.06, atom 36 (C): 0.07, atom 37 (N): -0.41, atom 38 (O): 0.04, atom 39 (O): 0.08, atom 40 (H): 0.11, atom 41 (H): 0.06, atom 42 (H): 0.07, atom 43 (C): 0.00, atom 44 (C): -0.51, atom 45 (O): 0.04, atom 46 (C): -0.02, atom 47 (H): 0.06, atom 48 (H): 0.05, atom 49 (H): 0.10, atom 50 (H): 0.09, atom 51 (H): 0.09, atom 52 (H): 0.08, atom 53 (C): -0.01, atom 54 (C): -0.49, atom 55 (O): 0.04, atom 56 (C): -0.03, atom 57 (H): 0.06, atom 58 (H): 0.10, atom 59 (H): 0.08, atom 60 (H): 0.10, atom 61 (H): 0.06, atom 62 (H): 0.08



BF4H16O8 | ωB97M-V/def2-TZVPD

Structure (XYZ):
```
29
Properties=species:S:1:pos:R:3:forces:R:3
B 14.760 4.214 9.906 0.3 0.1 -0.3
F 14.419 3.593 11.102 -0.2 0.3 0.0
F 14.616 3.258 8.856 0.1 0.2 0.1
F 13.975 5.334 9.596 -0.3 -0.2 0.3
F 16.101 4.663 9.986 0.1 -0.1 -0.1
O 13.828 7.007 11.925 -0.1 0.0 0.1
H 14.309 6.412 11.334 -0.1 0.0 -0.1
H 13.197 7.450 11.350 0.1 0.1 -0.1
O 16.213 1.988 6.945 -0.1 0.0 -0.1
H 15.607 2.404 7.577 0.1 0.0 0.1
H 16.132 2.520 6.149 0.0 0.0 0.0
O 11.614 4.800 11.972 -0.2 0.0 -0.1
H 12.168 5.534 11.677 0.2 -0.1 0.2
H 11.777 4.105 11.327 0.0 0.0 -0.1
O 11.969 2.979 7.695 -0.1 0.1 0.0
H 12.426 2.840 6.862 0.0 0.0 0.0
H 12.666 3.286 8.289 0.0 -0.1 -0.1
O 17.315 2.080 10.859 0.1 -0.1 0.0
H 16.532 2.381 10.387 0.0 0.0 0.1
H 17.880 2.860 10.875 0.0 0.1 0.1
O 13.078 1.809 13.202 -0.1 0.0 0.1
H 13.169 2.611 12.673 0.0 0.0 0.0
H 13.933 1.719 13.629 0.1 0.0 -0.1
O 16.811 7.058 8.295 0.1 0.1 0.0
H 17.383 6.704 7.610 0.0 0.0 0.0
H 16.697 6.320 8.908 -0.2 -0.1 0.0
O 18.784 5.103 11.739 0.1 0.0 0.0
H 19.296 5.353 12.513 0.0 0.0 0.0
H 17.949 5.576 11.824 -0.1 -0.1 -0.1
```
Positions in Å, forces in eV/Å.

Output
Charge = -1
LUMO level = 2.7455 eV
Relative energy (zero: lowest compared OMol25 entry of this formula, charge and spin) = 7.47 kcal/mol

From a Löwdin analysis of the wavefunction, the atomic charges in e read: atom 1 (B): -1.23, atom 2 (F): 0.14, atom 3 (F): 0.08, atom 4 (F): 0.12, atom 5 (F): 0.10, atom 6 (O): -0.05, atom 7 (H): 0.01, atom 8 (H): 0.04, atom 9 (O): -0.07, atom 10 (H): 0.00, atom 11 (H): 0.02, atom 12 (O): -0.06, atom 13 (H): 0.00, atom 14 (H): 0.03, atom 15 (O): -0.06, atom 16 (H): 0.03, atom 17 (H): 0.00, atom 18 (O): -0.06, atom 19 (H): 0.00, atom 20 (H): 0.01, atom 21 (O): -0.07, atom 22 (H): 0.00, atom 23 (H): 0.03, atom 24 (O): -0.06, atom 25 (H): 0.03, atom 26 (H): 0.00, atom 27 (O): -0.05, atom 28 (H): 0.03, atom 29 (H): 0.04



Number 1: HOMO-LUMO gap 9.99 eV, calculated total energy -17701.0348 eV, strongest force on any atom 3.76 eV/A. Number 2: HOMO-LUMO gap 8.39 eV, calculated total energy -19282.5288 eV, strongest force on any atom 6.38 eV/A. Number 3: HOMO-LUMO gap 9.28 eV, calculated total energy -50518.1253 eV, strongest force on any atom 2.98 eV/A. Number 4: HOMO-LUMO gap 10.71 eV, calculated total energy -28196.0844 eV, strongest force on any atom 0.45 eV/A.